25
Properties=species:S:1:pos:R:3:forces:R:3 method="wB97M-V/def2-TZVPD" charge=-1 homo_ev="-0.5 / -0.5" homo_lumo_gap_ev="4.36 / 4.36" energy_ha=-500.6412
H 2.150 3.107 0.777 -0.07 0.18 -0.06
H -0.728 1.611 -1.701 0.32 -0.34 -3.09
H 1.179 -2.833 0.824 -0.03 -0.01 -0.11
H -1.922 -2.481 -1.421 0.03 0.15 0.05
H -0.428 -3.391 -1.311 0.12 0.00 0.09
C -0.615 -1.839 0.173 0.71 1.12 -1.02
H -1.463 -1.326 0.673 0.01 0.08 0.00
C -1.208 -2.911 -0.716 -0.23 -0.46 -0.01
H -0.641 0.710 2.661 0.33 0.26 -0.13
H -0.216 -3.149 1.864 -0.09 -0.08 0.10
H 0.629 -1.603 1.944 -0.11 0.11 -0.12
N 1.329 3.328 0.201 0.90 0.78 -0.04
H 1.641 3.849 -0.628 0.01 0.01 0.21
H 0.196 2.140 2.762 -0.02 -0.17 -0.15
C -0.267 1.274 -2.744 -1.13 0.70 -0.23
N 0.180 1.222 2.300 -0.14 -0.40 1.45
H 1.013 0.704 2.610 -0.21 0.21 -0.03
O 0.114 -0.974 -0.672 -0.32 -1.64 0.30
C 0.284 -2.384 1.263 0.22 -0.47 0.26
H -0.339 2.157 -3.379 -0.03 0.13 -0.23
H 0.702 3.927 0.743 -0.06 -0.06 -0.02
H 0.779 0.953 -2.713 -0.28 0.09 0.33
H -0.869 0.460 -3.142 -0.08 -0.09 -0.02
Hg 0.233 1.124 -0.230 0.27 0.12 2.35
H -1.730 -3.676 -0.138 -0.12 -0.22 0.11


19
Properties=species:S:1:pos:R:3:forces:R:3 method="wB97M-V/def2-TZVPD" homo_ev=-9.1 homo_lumo_gap_ev=9.83 energy_ha=-290.1133
H -2.896 0.461 -2.370 2.22 -0.66 1.02
H -1.913 -0.367 1.382 0.07 -2.23 0.52
H -0.594 1.037 -1.252 -0.25 -0.11 0.15
H 4.610 2.004 1.959 0.94 -0.62 0.58
C -0.669 -0.863 -0.200 1.92 -2.73 0.21
C -1.314 0.284 -0.906 -0.34 0.62 0.12
H -0.581 -1.639 -0.931 -0.91 -0.84 -0.66
H -2.043 -2.346 1.036 0.53 2.13 -0.20
C -1.418 -1.372 1.102 0.85 0.55 -0.19
H 1.584 -1.598 -0.062 -1.13 0.14 0.54
C 0.878 -0.750 0.075 -0.88 1.45 0.73
H 0.893 -0.247 1.039 0.86 -0.51 0.61
H 1.269 0.021 -0.541 0.41 0.67 -1.07
H -2.064 0.679 -0.276 -0.06 1.45 1.57
O 3.932 2.535 1.577 -2.62 -2.18 -3.29
H 3.486 1.837 0.877 1.67 2.79 2.71
H -0.592 -1.642 1.829 -1.16 0.50 -0.47
H -2.740 -0.996 -1.702 1.64 1.28 -0.32
N -2.105 -0.182 -2.004 -3.76 -1.70 -2.53


5
Properties=species:S:1:pos:R:3:forces:R:3 method="wB97M-V/def2-TZVPD" homo_ev=-12.5 homo_lumo_gap_ev=13.13 energy_ha=-285.1435
N 1.194 0.335 0.128 2.56 -2.81 0.31
N 0.391 1.056 0.186 -3.84 3.83 0.00
O 2.010 -0.496 0.152 1.40 -1.01 -0.29
H -1.451 -0.494 0.146 -3.02 0.48 -3.20
F -2.144 -0.401 -0.612 2.90 -0.48 3.17


19
Properties=species:S:1:pos:R:3:forces:R:3 method="wB97M-V/def2-TZVPD" homo_ev=-9.7 homo_lumo_gap_ev=10.68 energy_ha=-311.0247
O -2.357 -0.951 -2.062 0.00 0.01 -0.02
H -3.154 0.871 -1.955 0.07 0.12 0.08
C -2.249 0.235 -1.877 0.01 -0.27 0.12
C 0.033 -0.757 0.151 -1.01 -1.30 0.86
C -0.549 0.641 -0.068 0.26 0.30 -0.18
H 2.748 -0.170 2.275 0.00 0.16 0.17
C 1.441 -0.781 0.702 1.38 -0.09 -1.38
H -0.213 0.456 -2.213 0.22 0.01 0.21
C -0.935 0.901 -1.523 -0.51 -0.09 -0.96
H -0.631 -1.322 0.827 0.17 0.41 0.39
H 0.182 1.399 0.224 0.06 -0.06 -0.03
H 1.918 -1.771 0.653 -0.81 -0.34 0.71
H 1.387 0.956 2.022 0.15 0.07 -0.10
H -0.095 -1.433 -0.698 0.45 0.57 -0.50
H 1.103 -0.572 2.813 0.14 -0.02 0.06
H -1.407 0.809 0.584 -0.08 0.01 -0.02
H 2.115 -0.373 -0.065 -0.21 0.83 0.01
C 1.691 -0.091 2.026 -0.40 -0.39 0.15
H -1.026 1.952 -1.815 0.10 0.06 0.45


61
Properties=species:S:1:pos:R:3:forces:R:3 method="wB97M-V/def2-TZVPD" homo_ev=-8.0 homo_lumo_gap_ev=8.65 energy_ha=-1526.6461
C 2.382 -0.276 2.105 0.24 0.16 0.05
O -1.613 -1.129 1.097 0.35 0.25 0.16
H 2.420 -3.488 -1.139 -0.07 -0.03 0.10
C 1.787 -1.322 1.407 0.13 -0.16 -0.02
O -1.632 -2.481 -1.613 -0.31 0.04 -0.04
C -1.065 -3.702 0.355 -0.32 0.25 -0.03
C -0.735 -2.880 -0.887 0.17 -0.42 0.14
H 6.465 1.031 1.942 -0.24 -0.04 -0.12
H -2.415 0.939 1.157 0.04 -0.01 0.01
C 0.842 -1.707 -2.260 -0.08 0.17 -0.34
H 1.954 3.105 -2.188 0.04 0.01 -0.05
C -4.033 2.336 0.892 -0.23 -0.13 -0.05
H -4.591 -1.990 0.505 0.17 0.04 0.01
C -0.522 2.469 -1.296 -0.02 0.12 0.13
H 1.839 2.582 0.788 0.02 0.02 0.06
N 0.362 0.194 -0.836 -0.36 -0.04 0.14
C 2.412 -1.934 0.329 0.12 -0.11 0.15
H -1.574 2.504 -1.015 -0.07 -0.06 -0.04
C -6.117 1.299 0.415 -0.04 0.27 0.01
N -3.846 -1.341 0.726 -0.14 -0.26 -0.02
H 5.603 2.137 0.817 -0.09 -0.25 0.09
H -5.864 3.425 0.569 -0.07 0.07 -0.01
C 5.556 1.165 1.335 0.94 0.86 0.06
C -2.495 -3.338 0.761 0.36 0.02 -0.11
H 1.427 -3.844 0.276 0.02 0.02 -0.11
C 0.170 3.825 -1.229 0.01 -0.05 -0.14
C 1.645 3.436 -1.198 0.03 0.06 0.14
O 5.466 0.127 0.384 -0.15 -0.38 -0.24
H 4.172 -1.956 -0.936 0.06 -0.09 -0.17
H -0.164 1.507 0.627 0.01 -0.02 -0.05
C 1.721 -3.054 -0.415 0.07 -0.02 0.23
H -7.178 1.328 0.204 -0.07 0.10 -0.01
H -0.283 -0.444 -0.391 0.10 -0.05 -0.05
C 1.685 2.246 -0.238 0.14 0.03 -0.05
H -0.022 -1.735 -2.932 0.22 0.01 0.06
O 1.831 0.447 -2.552 0.22 0.38 -0.35
H 0.800 -1.636 1.704 -0.17 -0.06 0.01
H 2.293 4.251 -0.877 0.07 0.04 -0.04
H 2.481 1.554 -0.496 0.05 -0.02 0.09
H -3.198 -3.689 0.006 -0.03 0.01 0.08
H -0.102 4.344 -0.307 -0.03 0.09 0.05
C 1.073 -0.233 -1.889 -0.27 -0.59 0.21
C 3.621 0.135 1.681 0.23 -0.38 -0.54
C -2.586 -1.823 0.875 -0.57 -0.47 -0.03
N -5.585 0.091 0.460 0.12 -0.46 -0.01
C 0.305 1.564 -0.359 0.03 0.06 -0.23
H -3.426 3.214 1.062 0.06 0.05 0.01
C -5.388 2.459 0.619 0.07 0.04 0.02
H -2.749 -3.787 1.724 -0.02 0.01 0.00
H -0.390 -3.461 1.173 0.03 -0.10 -0.04
H -0.447 2.075 -2.310 -0.02 -0.03 -0.03
C -3.460 1.079 0.946 0.11 -0.02 0.01
H 1.723 -2.057 -2.803 -0.03 0.09 0.08
C 4.255 -0.471 0.595 -0.40 0.23 0.53
C -4.285 -0.020 0.713 -0.07 0.53 0.06
H -0.989 -4.766 0.126 0.05 0.00 0.04
H -0.081 4.463 -2.074 -0.06 0.09 0.02
N 0.559 -2.588 -1.147 0.09 0.08 -0.28
O 4.420 1.132 2.173 -0.45 -0.17 0.19
H 1.891 0.196 2.938 -0.09 0.08 0.14
C 3.672 -1.505 -0.095 0.13 0.17 0.11


72
Properties=species:S:1:pos:R:3:forces:R:3 method="wB97M-V/def2-TZVPD" homo_ev=-9.5 homo_lumo_gap_ev=10.00 energy_ha=-1240.2063
H 1.528 -1.073 3.287 0.15 0.25 -0.15
C 4.170 -2.184 -0.286 0.44 0.00 0.62
H -6.245 1.748 1.175 0.24 0.00 0.05
H 2.662 -0.810 6.089 0.03 0.05 -0.02
H 3.311 -1.631 -1.993 0.13 -0.21 0.35
C 0.802 -3.785 1.749 -0.27 -0.23 -0.67
H 5.713 -0.605 -0.445 -0.19 -0.08 0.90
H -1.638 2.907 -4.392 -0.29 0.01 0.08
H 0.965 -4.274 2.708 0.05 0.02 0.01
H 0.563 -0.401 6.077 -0.59 -0.06 -0.16
H -0.358 2.599 -3.298 -0.05 -0.25 0.48
H -1.282 -0.613 -1.574 -0.28 -0.33 0.41
H 0.297 -3.259 -0.519 0.14 0.05 -0.11
C -1.448 2.633 -3.350 -0.16 0.07 -0.53
C 5.587 -1.687 -0.529 -0.18 0.25 -1.04
H -1.735 -0.377 1.039 0.10 -0.48 -0.45
H -0.632 0.897 1.083 0.58 -0.09 -0.48
C -1.274 5.667 1.994 0.14 -0.01 0.57
H -3.737 4.705 -2.572 0.23 0.09 0.19
C -4.822 -0.893 0.486 0.65 -0.73 -0.47
H -1.916 1.668 -3.156 0.28 -0.13 -0.12
H -0.086 0.550 -1.424 0.31 0.10 0.39
O 2.168 -1.570 5.775 -0.27 -0.59 -0.26
H 4.269 -2.153 -4.143 0.05 -0.09 0.16
H 3.893 -2.084 0.770 0.01 0.29 -0.09
H -0.487 3.500 2.214 -0.55 0.54 0.79
C 1.157 -1.425 -4.111 -0.10 0.44 0.80
O 0.328 -1.263 -0.482 -0.08 -0.35 0.19
H -4.167 0.881 1.359 -0.27 0.55 -0.03
C 1.068 -0.365 3.978 -0.66 -0.40 -0.56
H -1.101 3.941 0.689 -0.06 0.37 -0.12
C 1.069 -4.718 0.549 -0.81 1.16 0.67
O -3.408 3.818 -2.724 -0.35 -0.05 -0.31
H -0.826 6.078 2.909 0.00 -0.32 0.08
H 1.446 -2.910 1.657 -0.04 0.05 0.15
C 2.424 -1.944 -4.724 -0.01 -0.24 -0.41
H 2.159 -4.725 0.470 -0.01 -0.73 -0.50
H 0.410 4.619 1.292 -0.07 0.03 -0.19
H 0.113 -0.067 3.532 -0.14 -0.26 0.15
C -4.752 0.622 0.469 -0.20 -0.56 0.50
H -2.060 1.058 0.166 0.09 -0.06 -0.60
H 6.297 -2.268 0.059 0.20 0.23 -0.07
H 0.574 -5.673 0.702 0.66 -0.38 0.20
H -1.025 6.419 1.234 -0.31 -0.14 -0.19
C -0.573 -0.234 -0.829 0.09 0.41 -0.91
H -3.020 6.435 2.051 -0.33 -0.22 0.14
H -4.231 1.012 -0.408 0.07 -0.18 -0.03
H 0.335 -1.377 -4.822 0.04 -0.19 -0.09
O -6.075 1.145 0.449 -0.17 0.11 0.05
H 2.793 -1.212 -5.450 0.11 -0.09 0.01
H -5.283 -1.334 1.370 -0.32 0.47 0.07
C 0.896 -1.097 5.300 0.94 1.42 0.67
H 1.308 -0.408 -3.734 0.05 -0.02 -0.07
H 0.198 -1.924 5.243 0.15 -0.20 -0.10
H 1.627 0.570 4.007 0.38 -0.21 0.39
O -2.689 5.538 2.172 0.47 0.32 -0.34
H -3.812 -1.323 0.494 0.00 0.20 -0.18
H -1.925 3.307 -1.382 -0.13 0.05 -0.02
C -2.046 3.662 -2.415 0.97 -0.10 0.34
H 2.251 -2.889 -5.248 -0.06 0.06 -0.02
H 4.149 -3.272 -0.440 -0.22 0.12 -0.47
H -0.234 -3.450 1.659 -0.01 0.03 0.34
H 1.250 -1.046 -0.668 0.23 0.06 -0.06
H 0.864 -2.018 -3.241 -0.08 -0.18 -0.19
O 3.228 -1.458 -1.033 -0.60 0.18 -0.25
C -0.621 4.374 1.570 0.71 -0.59 -0.74
O 3.412 -2.178 -3.708 0.02 0.29 -0.24
O 0.424 -4.215 -0.616 0.31 0.13 -0.13
C -1.257 0.346 0.371 -0.71 0.61 1.53
H 5.801 -1.770 -1.605 0.15 -0.68 0.15
H -1.428 4.567 -2.484 -0.50 0.26 -0.11
H -5.316 -1.304 -0.395 -0.13 0.14 0.02


Max |F| values, unit eV/A, following the record order: 3.1; 4.8; 5.4; 2.0; 1.3; 1.8.